(one)
This record from the Open Molecules 2025 dataset describes an isolated molecule of C3H4N2O. The level of theory is ωB97M-V/def2-TZVPD.

Positions of all 10 atoms, in Å:
C  -1.62634  0.02718  -0.04999
C  -0.13130  -0.05628  -0.11901
N  0.50802  -0.59048  -1.12245
O  1.84499  -0.45555  -0.77547
C  1.87323  0.14762  0.40759
N  0.69849  0.42598  0.87573
H  -2.11395  -0.44776  -0.90880
H  -1.97754  -0.45767  0.86693
H  -1.93604  1.07731  -0.00836
H  2.86042  0.32965  0.83384

Values from the calculation:
Kohn-Sham gap: 11.803 eV
SMILES: Cc1ncon1


(two)
This record from the Open Molecules 2025 dataset describes a structure of composition C3H4N2O. The level of theory is ωB97M-V/def2-TZVPD.

Positions of all 10 atoms, in Å:
N  -0.83090  -0.72676  -1.65221
C  -1.13885  -1.02396  -0.46277
O  -0.64915  -0.38340  0.60186
C  0.16836  0.70408  0.33207
C  1.07930  0.94096  1.24492
N  1.99649  1.15377  2.04017
H  -1.32948  -1.32508  -2.30347
H  -1.83344  -1.78946  -0.11739
H  0.14844  1.16385  -0.64498
H  2.38924  1.28600  0.96180

Values from the calculation:
Kohn-Sham gap: 8.996 eV


Tell me which of them is the least stable. Sure, it is (two).


(one)
This record from the Open Molecules 2025 dataset describes a structure of composition C3H4N2O. The level of theory is ωB97M-V/def2-TZVPD.

Positions of all 10 atoms, in Å:
O  -1.97199  0.31335  0.48884
C  -0.69151  0.01042  0.14861
C  0.42540  0.86614  0.09217
C  1.49147  -0.00652  0.02580
N  1.09884  -1.30070  0.02797
N  -0.21740  -1.34897  0.14986
H  -2.19388  -0.17699  1.29215
H  0.41345  1.94585  0.10621
H  2.54674  0.22915  -0.04736
H  -0.71281  -0.70351  -0.89028

Values from the calculation:
Kohn-Sham gap: 10.423 eV


(two)
This record from the Open Molecules 2025 dataset describes an isolated molecule of C3H4N2O. The level of theory is ωB97M-V/def2-TZVPD.

Positions of all 10 atoms, in Å:
N  0.08757  -0.93616  1.30316
C  0.01875  -0.09940  0.12269
C  0.95207  -0.35002  -0.81220
N  0.60298  0.62876  -1.80723
C  -0.41219  1.27572  -1.36047
O  -0.88160  0.89792  -0.12369
H  0.34495  -0.48604  2.18762
H  -0.68649  -1.58774  1.46755
H  0.92392  -1.42761  0.85929
H  -0.94996  2.08457  -1.83672

Values from the calculation:
Kohn-Sham gap: 7.729 eV


Tell me which of them is the least stable. Sure, it is (two).